The following is a DFT calculation (the ωB97M-V functional and the def2-TZVPD basis) of a single C21H23N3O4 molecule in a non-equilibrium geometry.

Output
Structure (SMILES) = CCOc1ccc(-c2nnc(NC(=O)CCCOc3cccc(C)c3)o2)cc1
LUMO energy = 0.56 eV
Energy above the lowest of the compared OMol25 structures with the same formula, charge and spin = 2.4032 eV
Net charge = 0

Atoms and positions in Å:
C -6.90769 0.21975 1.60284
C -5.39678 0.34855 1.71257
O -4.90430 0.71723 0.43702
C -3.57439 0.87617 0.25880
C -3.17199 1.22165 -1.03777
C -1.84388 1.39571 -1.33568
C -0.87637 1.22936 -0.34038
C -1.27363 0.89477 0.95015
C -2.60969 0.72168 1.25204
H -2.88770 0.46124 2.26075
H -0.53133 0.76853 1.72327
C 0.51163 1.42880 -0.65768
N 1.01822 1.77277 -1.80204
N 2.35025 1.89253 -1.63943
C 2.60034 1.61205 -0.39908
N 3.82731 1.69034 0.19795
C 4.36499 0.93379 1.22414
O 5.44534 1.22662 1.67028
C 3.57408 -0.28214 1.63344
C 3.64732 -1.30913 0.49664
C 2.82637 -2.56632 0.80581
O 1.49139 -2.31846 1.18319
C 0.52570 -2.14441 0.22932
C -0.78786 -2.27096 0.68226
C -1.83852 -2.11153 -0.19564
C -1.60280 -1.79704 -1.52334
C -0.30419 -1.65336 -1.98486
C 0.75635 -1.84982 -1.10614
H 1.75922 -1.76275 -1.49566
C -0.01785 -1.25357 -3.39878
H -0.91985 -1.28936 -4.00335
H 0.37056 -0.23432 -3.41501
H 0.73196 -1.90542 -3.84388
H -2.43188 -1.65919 -2.20039
H -2.85244 -2.23138 0.15610
H -0.95165 -2.50527 1.72215
H 2.86210 -3.24883 -0.05302
H 3.26249 -3.07277 1.67271
H 4.68442 -1.61325 0.34167
H 3.29445 -0.84878 -0.42765
H 2.53326 -0.03122 1.83521
H 4.02154 -0.69348 2.53868
H 4.46521 2.34346 -0.24121
O 1.48301 1.30442 0.29454
H -1.52450 1.66180 -2.32987
H -3.93472 1.34262 -1.79037
H -4.95505 -0.60796 2.02368
H -5.13352 1.11565 2.45346
H -7.16312 -0.53552 0.86483
H -7.33885 1.16709 1.29161
H -7.32538 -0.06438 2.56434

Forces on atoms 1 to 6 (eV/Å):
0.44 0.07 -0.09
-0.22 -0.09 0.31
-0.11 0.03 -0.20
0.40 0.08 -0.07
-0.17 -0.02 0.16
0.09 0.02 0.23